# 1
The following is a quantum chemistry calculation of a structure of composition C12Cl5F5IrOS, from the Open Molecules 2025 dataset.

* orbital gap (spin up / spin down): 5.38 / 5.39 eV
* spin multiplicity: 1
* max |F|: 0.612 eV/A
* total charge: +1

Structure (XYZ):
```
25
Properties=species:S:1:pos:R:3:forces:R:3
Ir 0.415 -0.404 0.001 0.12 0.18 -0.01
Cl 5.580 4.301 0.000 0.11 0.06 0.00
C 4.083 3.495 0.000 -0.09 -0.13 0.00
C 4.060 2.096 0.001 -0.06 0.11 0.00
Cl 5.491 1.167 0.001 0.03 -0.07 0.00
C 2.828 1.475 0.001 -0.26 0.41 0.00
Cl 2.692 -0.275 0.001 0.03 0.02 0.00
C 1.620 2.171 0.000 0.61 0.00 0.00
O 0.467 1.501 0.001 -0.32 -0.36 0.00
C 1.652 3.571 0.000 0.10 -0.24 0.00
Cl 0.176 4.416 0.000 -0.09 0.07 0.00
C 2.884 4.225 0.000 -0.01 -0.11 0.00
Cl 2.934 5.929 0.000 -0.02 0.03 0.00
F -5.643 -2.992 0.003 0.01 0.00 0.00
C -4.333 -2.903 0.001 0.10 0.01 0.00
C -3.729 -1.645 0.000 0.17 -0.13 0.00
F -4.449 -0.542 0.000 -0.03 0.03 0.00
C -2.354 -1.611 -0.002 -0.05 0.23 0.00
F -1.730 -0.373 -0.004 -0.20 -0.01 0.01
C -1.540 -2.724 -0.002 0.14 -0.14 0.00
S 0.218 -2.544 -0.004 -0.33 -0.01 0.01
C -2.171 -3.966 -0.001 -0.03 -0.05 0.00
F -1.450 -5.073 -0.001 -0.02 0.02 0.00
C -3.558 -4.058 0.001 0.09 0.07 0.00
F -4.144 -5.238 0.002 0.00 0.01 0.00
```
Forces are in eV/Å.

Charges obtained by Löwdin population analysis, quoted in units of e: number 1, Ir, carries 0.901; number 2, Cl, carries 0.760; number 3, C, carries -0.690; number 4, C, carries -0.698; number 5, Cl, carries 0.761; number 6, C, carries -0.520; number 7, Cl, carries 0.780; number 8, C, carries -0.431; number 9, O, carries -0.294; number 10, C, carries -0.609; number 11, Cl, carries 0.797; number 12, C, carries -0.681; number 13, Cl, carries 0.758; number 14, F, carries 0.188; number 15, C, carries -0.105; number 16, C, carries -0.129; number 17, F, carries 0.175; number 18, C, carries -0.183; number 19, F, carries -0.058; number 20, C, carries -0.455; number 21, S, carries 0.752; number 22, C, carries -0.214; number 23, F, carries 0.137; number 24, C, carries -0.119; number 25, F, carries 0.174

***

# 2
The following is a quantum chemistry calculation of an isolated molecule of C12H10, from the Open Molecules 2025 dataset.

* orbital gap: 9.56 eV
* spin multiplicity: 1
* SMILES: c1ccc(-c2ccccc2)cc1
* max |F|: 7.359 eV/A
* total charge: 0

Structure (XYZ):
```
22
Properties=species:S:1:pos:R:3:forces:R:3
C -0.422 -3.231 -1.309 1.10 -1.94 -1.63
C -1.472 -2.369 -1.497 3.17 3.18 3.18
C -1.359 -1.115 -0.920 -0.42 3.88 2.85
C -0.106 -0.700 -0.220 -1.44 -1.33 -2.44
C 0.977 -1.589 -0.210 -5.17 -1.81 -2.15
C 0.801 -2.887 -0.720 2.02 -1.51 0.15
C 0.079 0.675 0.281 0.70 -1.15 -0.80
C -0.910 1.204 1.039 -1.64 1.25 2.83
C -0.692 2.541 1.630 -6.84 -1.48 2.29
C 0.326 3.288 1.308 6.18 2.11 -2.21
C 1.343 2.736 0.440 2.85 -1.70 -1.26
C 1.274 1.369 -0.017 -1.50 4.18 1.71
H -0.638 -4.172 -1.873 0.93 0.29 1.10
H -2.368 -2.722 -1.706 -3.96 -1.49 -1.81
H -2.336 -0.239 -0.705 3.05 -3.06 -1.25
H 1.829 -1.329 0.198 4.21 1.31 2.07
H 1.767 -3.664 -0.605 -3.04 2.07 -0.54
H -1.801 0.475 1.363 2.00 2.17 -0.76
H -1.606 3.106 2.382 2.87 -2.17 -2.29
H 0.750 4.264 1.639 -1.70 -0.55 0.35
H 2.477 3.291 0.105 -3.93 -1.27 1.33
H 2.090 1.066 -0.604 0.57 -1.00 -0.72
```
Forces are in eV/Å.

Charges obtained by Löwdin population analysis, quoted in units of e: number 1, C, carries -0.123; number 2, C, carries -0.124; number 3, C, carries -0.006; number 4, C, carries -0.170; number 5, C, carries -0.050; number 6, C, carries -0.075; number 7, C, carries -0.261; number 8, C, carries -0.050; number 9, C, carries -0.125; number 10, C, carries -0.181; number 11, C, carries -0.070; number 12, C, carries -0.034; number 13, H, carries 0.115; number 14, H, carries 0.052; number 15, H, carries 0.185; number 16, H, carries 0.054; number 17, H, carries 0.163; number 18, H, carries 0.153; number 19, H, carries 0.179; number 20, H, carries 0.112; number 21, H, carries 0.172; number 22, H, carries 0.085

***

Energy above the lowest of the compared OMol25 structures with the same formula, charge and spin
In order: 0.0; 84.4
Unit: kcal/mol